No. 1
DFT (ωB97M-V with the def2-TZVPD basis set) results for a 14-piece molecular cluster, C5H37N2O14 overall at a distorted geometry.

Element x y z (Å)
1 O 0.51054 1.48246 2.86844
2 C -0.35653 0.73483 3.27434
3 C -1.17423 -0.16283 2.42779
4 C -1.51080 0.40930 0.97176
5 C -0.34417 0.63475 0.01465
6 N 1.53984 0.56036 -2.02662
7 C 0.31374 0.19527 -2.25237
8 N -0.54133 -0.09394 -1.27161
9 H -0.34140 0.57479 4.36946
10 H -0.78943 -1.16770 2.24847
11 H -2.16726 -0.32219 3.00574
12 H -2.26171 -0.35831 0.80077
13 H -2.17961 1.26929 1.03101
14 H 0.55661 0.51495 0.64579
15 H -0.18063 1.68924 -0.35986
16 H 1.80273 0.92523 -1.11002
17 H 2.14922 0.80271 -2.80102
18 H -0.10161 0.01211 -3.24989
19 H -1.25527 -0.78850 -1.29264
20 H -2.11669 -1.59065 -4.12833
21 H -2.93336 -1.10058 -2.94757
22 O -2.10293 -1.54416 -3.16511
23 H -4.59752 -1.33002 -0.86583
24 H -4.94614 -0.46057 0.38975
25 O -4.29463 -0.61813 -0.29893
26 H 2.94377 3.42797 -0.84085
27 H 2.44033 2.96881 0.34381
28 O 2.92806 2.55375 -0.41269
29 H 1.29043 -2.36944 2.71478
30 H 1.06765 -1.95543 4.29585
31 O 0.81649 -1.82529 3.37935
32 H -0.19765 3.32985 -3.74344
33 H 0.32925 3.54781 -2.40061
34 O 0.49687 2.96627 -3.17793
35 H 1.73734 -3.84484 -0.79437
36 H 0.22021 -4.19836 -0.82653
37 O 0.98907 -4.08508 -0.23852
38 H 1.82333 2.56758 2.28974
39 H 1.86752 4.07664 2.64645
40 O 1.94969 3.46247 1.91203
41 H -1.76953 -4.36769 -1.85711
42 H -1.25996 -3.07046 -2.19344
43 O -0.95242 -3.99989 -2.23104
44 H 0.01651 5.14134 -0.55392
45 H 0.11760 3.87346 0.23199
46 O 0.06729 4.18216 -0.68681
47 H -0.89875 -4.17902 1.71521
48 H -0.97697 -3.27966 0.64780
49 O -1.55194 -3.51686 1.41321
50 H -1.65943 2.19161 -1.57809
51 H -2.08358 2.10478 -3.03387
52 O -2.21868 1.67817 -2.17606
53 H 3.98022 1.25615 1.41869
54 H 4.39960 -0.22001 1.72388
55 O 3.68849 0.33817 1.39996
56 H 3.17711 -2.54405 1.53473
57 H 2.06485 -3.33158 0.96448
58 O 2.47974 -3.14702 1.83516

Computed properties:
M ... 349.4 Da
Frontier orbital gap ... 9.7723 eV
Net charge ... +1
Energy relative to the best compared isomer or geometry (same formula, charge and spin) ... 2.885 eV
Highest occupied orbital energy ... -12.3 eV

***

No. 2
DFT (ωB97M-V with the def2-TZVPD basis set) results for C21H52O13P3Ti as an isolated structure at a distorted geometry.

Element x y z (Å)
1 Ti 0.62815 -0.91905 0.09449
2 C -1.31441 -3.06304 1.42156
3 C -0.37511 -3.91919 0.48891
4 C -1.18247 -5.09487 -0.16142
5 O 0.31240 -3.14740 -0.51659
6 H -2.07805 -2.43748 0.95937
7 H -0.70047 -2.36364 1.98904
8 H -1.84987 -3.70119 2.12451
9 H 0.30592 -4.44148 1.16085
10 H -1.25838 -5.80842 0.65907
11 H -0.73818 -5.57221 -1.03484
12 H -2.11425 -4.66715 -0.53145
13 C 6.35869 3.02477 -1.21255
14 C 4.79718 2.86830 -1.13011
15 O 4.35310 2.60753 0.20135
16 P 3.74850 1.10414 0.50867
17 O 2.53749 0.65137 -0.20601
18 O 5.12839 0.13674 0.46166
19 C 5.01604 -1.23655 0.71607
20 C 4.70037 -2.05250 -0.63772
21 O 3.46061 1.13494 2.11731
22 C 4.22334 1.79058 3.20594
23 C 5.47916 0.90731 3.38046
24 H 6.64046 4.07183 -1.32377
25 H 6.83159 2.34828 -0.50064
26 H 6.62665 2.66103 -2.20452
27 H 4.40209 3.83371 -1.44631
28 H 4.28651 2.13162 -1.75028
29 H 5.94425 -1.60656 1.15152
30 H 4.21654 -1.44969 1.42562
31 H 3.70220 -1.87272 -1.03702
32 H 5.37186 -1.69692 -1.41924
33 H 4.99164 -3.08554 -0.44778
34 H 4.40975 2.84954 3.02715
35 H 3.57951 1.85333 4.08323
36 H 5.97311 0.88454 4.35185
37 H 5.36490 -0.15678 3.17368
38 H 6.19967 1.40407 2.73069
39 C 0.13162 -1.42859 4.81547
40 C 0.43291 -0.16346 4.06675
41 O -0.78053 0.40230 3.78734
42 P -0.85952 1.33934 2.43190
43 O -0.66141 0.45437 1.22691
44 O -2.24096 2.11062 2.52362
45 C -3.37757 1.92659 1.65067
46 C -3.93267 0.54371 1.60789
47 O 0.19444 2.57143 2.54886
48 C 0.53451 3.32080 1.35390
49 C 1.52571 4.47829 1.61343
50 H -0.42278 -1.11474 5.69992
51 H -0.31290 -2.15077 4.13067
52 H 1.01842 -2.00016 5.08933
53 H 1.06759 0.55098 4.59102
54 H 1.03601 -0.38517 3.18629
55 H -4.08182 2.69748 1.96350
56 H -3.07642 2.08227 0.61473
57 H -3.24206 -0.29957 1.61357
58 H -4.48774 0.44868 2.54115
59 H -4.59092 0.40235 0.75067
60 H 0.92420 2.61890 0.61662
61 H -0.36368 3.71714 0.88034
62 H 1.26140 4.98280 2.54279
63 H 2.47529 4.01045 1.87326
64 H 1.80312 5.26641 0.91343
65 C -0.89369 -0.01698 -2.11989
66 C -1.55737 0.76738 -3.39662
67 O -2.77423 0.02366 -3.65276
68 P -4.14042 0.56811 -2.99748
69 O -3.95761 1.26668 -1.67796
70 O -4.97526 -0.78812 -2.73286
71 C -4.33605 -1.84651 -2.00829
72 C -5.21464 -3.04988 -2.09809
73 O -5.01477 1.15004 -4.18098
74 C -4.77922 0.78182 -5.59770
75 C -5.54429 -0.60386 -5.87432
76 H -1.56250 -0.02956 -1.25929
77 H -0.75882 -1.07844 -2.32776
78 H 0.09141 0.34217 -1.82206
79 H -1.71471 1.83353 -3.23328
80 H -0.88689 0.65788 -4.24901
81 H -3.33829 -2.10844 -2.36038
82 H -4.09050 -1.66439 -0.96204
83 H -6.17530 -2.80047 -1.64750
84 H -5.30292 -3.48433 -3.09386
85 H -4.92387 -3.83123 -1.39592
86 H -5.21889 1.42474 -6.36022
87 H -3.70721 0.81201 -5.79258
88 H -5.32615 -1.08583 -6.82733
89 H -5.26047 -1.27892 -5.06695
90 H -6.59016 -0.31466 -5.77130

Computed properties:
M ... 653.4 Da
Frontier orbital gap (spin up / spin down) ... 6.0590 / 6.9868 eV
Multiplicity ... 5
<S²> ... 6.01
Net charge ... +1
Highest occupied orbital energy (spin up / spin down) ... -7.8 / -12.6 eV

***

No. 3
DFT (ωB97M-V with the def2-TZVPD basis set) results for one molecule with the formula C3H4O.

Element x y z (Å)
1 O -0.79388 1.26420 -0.02135
2 C -0.55671 -0.10808 0.16041
3 C 1.38531 -0.96924 -0.94333
4 C 0.94089 -0.43235 0.15481
5 H -0.49298 1.49480 -0.91002
6 H -0.96369 -0.36895 1.13997
7 H -1.07615 -0.71932 -0.58908
8 H 1.55722 -0.16106 1.00858

Computed properties:
M ... 56.1 Da
Frontier orbital gap ... 10.1282 eV
Net charge ... 0
Energy relative to the best compared isomer or geometry (same formula, charge and spin) ... 3.089 eV
Highest occupied orbital energy ... -10.6 eV

***

No. 4
DFT (ωB97M-V with the def2-TZVPD basis set) results for C7H77B3O36 as an isolated structure at a distorted geometry.

Element x y z (Å)
1 C 0.01270 -0.64906 -0.08152
2 C -0.26441 0.74283 0.55331
3 C 1.02577 1.60716 0.67945
4 O 0.84410 2.47725 1.80647
5 C 1.93451 3.41592 1.90737
6 B 3.18351 2.72392 2.65375
7 O 3.11881 2.27633 3.99046
8 B 3.51931 0.89943 3.95037
9 O 4.71643 0.56132 3.26430
10 B 4.61818 1.12607 1.95394
11 O 4.71061 0.26356 0.86907
12 C 4.56485 0.89726 -0.41477
13 C 5.27374 0.01705 -1.49609
14 C 4.84840 -1.47922 -1.42425
15 O 6.70297 0.09456 -1.33797
16 O 4.37364 2.51595 1.88560
17 H 0.80315 -0.62024 -0.85532
18 H 0.31853 -1.40414 0.67426
19 H -0.93972 -1.03124 -0.50322
20 H -0.62262 0.57159 1.59271
21 H -1.04827 1.32518 0.03435
22 H 1.89642 0.91947 0.82410
23 H 1.17733 2.19293 -0.25482
24 H 2.25652 3.82948 0.93298
25 H 1.57650 4.25815 2.54792
26 H 2.82433 0.07877 4.45387
27 H 3.50024 0.96221 -0.71973
28 H 5.02703 1.90156 -0.47080
29 H 4.95736 0.42987 -2.47590
30 H 4.84857 -1.87832 -2.46418
31 H 5.54895 -2.08021 -0.81906
32 H 3.82525 -1.64238 -1.02822
33 H 6.84512 0.45504 -0.45404
34 O 4.93279 -2.81415 1.52669
35 H 5.04993 -1.95119 1.94396
36 H 5.21254 -3.43904 2.20611
37 O 0.41969 2.12241 4.67951
38 H 0.43145 3.07757 4.81329
39 H 0.57258 2.01767 3.72840
40 O 1.79545 3.75740 -1.57403
41 H 1.42517 4.55793 -1.17913
42 H 2.28113 4.07538 -2.34249
43 O -2.92174 -2.42413 -1.83366
44 H -3.62756 -2.13760 -2.42564
45 H -3.01030 -3.38296 -1.81543
46 O 0.06744 0.07410 -3.26129
47 H -0.86485 0.11550 -3.50303
48 H 0.32549 0.99824 -3.18087
49 O -1.07290 4.82253 4.13408
50 H -0.51813 4.30412 3.53934
51 H -1.89201 4.31466 4.18435
52 O 2.68862 -5.23601 0.81553
53 H 3.47160 -4.73605 1.07893
54 H 2.22048 -4.63741 0.22376
55 O -0.90923 -0.29833 3.90707
56 H -0.78501 0.55019 4.35769
57 H -0.59938 -0.94620 4.54823
58 O -3.40557 -3.74824 -4.31019
59 H -3.39697 -4.55545 -4.84658
60 H -2.51039 -3.69433 -3.94578
61 O -1.49330 5.62795 1.22845
62 H -1.66456 6.18200 1.99718
63 H -2.32238 5.65702 0.73782
64 O -3.99525 -0.71469 3.00608
65 H -4.17382 -1.50239 2.48338
66 H -3.03896 -0.73350 3.14419
67 O -0.03122 6.40091 -1.39380
68 H -0.46535 6.93443 -2.06656
69 H -0.72595 6.22124 -0.74456
70 O -4.42489 6.43468 1.68605
71 H -4.59509 6.98876 2.45496
72 H -5.24849 6.46256 1.18815
73 O -5.80153 -4.88278 -2.50839
74 H -6.22566 -4.07099 -2.21370
75 H -5.17814 -4.59204 -3.18592
76 O -2.02657 -1.95006 -6.25248
77 H -1.14038 -2.01629 -5.87246
78 H -2.58090 -2.48273 -5.67428
79 O -3.11420 0.14142 -2.03769
80 H -2.55418 -0.59639 -1.76028
81 H -3.64509 0.33789 -1.25665
82 O -1.96133 0.77677 6.34680
83 H -2.89981 0.85424 6.14996
84 H -1.64687 1.68882 6.34680
85 O -3.55994 2.80927 4.73854
86 H -3.00176 2.28349 4.15075
87 H -4.38508 2.31312 4.77673
88 O -4.89706 -4.76340 -6.60551
89 H -5.65786 -4.94524 -7.16611
90 H -5.02252 -3.84847 -6.32833
91 O 0.21498 -2.68441 -4.37331
92 H 0.25134 -1.85755 -3.87153
93 H 0.50167 -3.34658 -3.73676
94 O 1.80486 -3.15287 3.16563
95 H 2.30368 -3.77072 2.61880
96 H 0.95284 -3.58180 3.29387
97 O -4.87928 -7.56865 -1.29264
98 H -4.16571 -7.79234 -1.89789
99 H -5.41535 -6.93111 -1.78366
100 O -1.75448 2.27386 -2.97643
101 H -2.55055 1.91413 -2.55215
102 H -1.74761 3.20444 -2.72530
103 O 4.01107 -2.68738 4.94048
104 H 3.92721 -2.06261 5.66674
105 H 3.16414 -2.62288 4.47066
106 O 0.66270 3.73853 -4.82168
107 H -0.13273 3.38831 -4.40290
108 H 0.66944 4.66814 -4.57236
109 O 4.62686 -2.75278 -4.37685
110 H 5.18766 -3.02872 -5.10815
111 H 4.04369 -2.08886 -4.76772
112 O -1.73860 -1.87982 7.82508
113 H -2.67749 -1.80978 7.63004
114 H -1.43388 -0.96457 7.81027
115 O -5.48115 -10.07202 0.19807
116 H -6.35064 -10.05237 -0.21153
117 H -5.22244 -9.14204 0.23427
118 O -0.84404 8.75020 0.12000
119 H 0.11896 8.76061 0.10928
120 H -1.08085 9.38567 0.80349
121 O 3.13817 -1.47595 -6.88979
122 H 3.69583 -1.74876 -7.62553
123 H 2.55529 -0.80997 -7.26928

Computed properties:
M ... 770.1 Da
Frontier orbital gap ... 9.5205 eV
Net charge ... 0
Highest occupied orbital energy ... -9.9 eV